# 1
CH4N2O2S | wB97M-V/def2-TZVPD

The energy relative to the best compared isomer or geometry (same formula, charge and spin) is 240.2 kJ/mol. As for the SMILES: [H]/N=C/S(N)(=O)=O. The calculated total energy is -698.5838 a.u. The LUMO energy comes out at -0.0204 hartree.

CARTESIAN COORDINATES (ANGSTROEM)
1 C 0.588 0.918 -0.357
2 N 1.719 0.521 -0.740
3 N -0.909 -1.580 -0.036
4 O -1.424 0.595 1.267
5 O 0.700 -0.479 1.921
6 S -0.198 -0.072 0.940
7 H -0.122 1.687 -0.916
8 H 2.255 1.236 -1.178
9 H -1.968 -1.479 0.135
10 H -0.640 -1.348 -1.037

---

# 2
C2H13O12 | wB97M-V/def2-TZVPD

The calculated total energy is -986.7392 a.u. As for the net charge: -1. The LUMO energy comes out at 0.0804 hartree.

CARTESIAN COORDINATES (ANGSTROEM)
1 O 1.110 0.884 0.760
2 C -0.158 1.197 0.377
3 O -0.637 2.536 0.766
4 O -0.934 0.214 -0.415
5 C -2.234 0.048 0.303
6 O -2.321 -0.710 1.431
7 O -3.417 0.689 -0.292
8 O -3.545 1.934 0.071
9 H -3.250 2.058 1.023
10 O 3.075 2.279 -0.989
11 H 2.654 1.843 -0.233
12 H 2.836 1.721 -1.744
13 O -2.234 -2.821 -1.260
14 H -1.674 -2.117 -0.900
15 H -1.927 -3.620 -0.806
16 O -2.025 2.639 -2.729
17 H -2.446 2.203 -1.973
18 H -2.264 2.081 -3.484
19 O 2.934 -1.405 1.656
20 H 3.040 -2.023 0.917
21 H 2.591 -0.599 1.241
22 O 4.311 -0.215 -1.292
23 H 5.183 -0.628 -1.381
24 H 4.470 0.545 -0.712
25 O -0.966 -2.974 3.606
26 H -0.860 -3.592 2.867
27 H -1.309 -2.169 3.191

---

# 3
C56H68F6N8O4 | wB97M-V/def2-TZVPD

The energy relative to the best compared isomer or geometry (same formula, charge and spin) is 231.8 kJ/mol. The calculated total energy is -3510.4286 a.u. As for the net charge: +6. The LUMO energy comes out at -0.5180 hartree.

CARTESIAN COORDINATES (ANGSTROEM)
1 C 4.366 14.791 -19.410
2 O 3.225 14.814 -20.265
3 O 4.026 14.177 -18.273
4 C 5.600 14.279 -20.303
5 F 5.419 13.155 -21.017
6 F 6.075 15.228 -21.131
7 F 6.653 14.055 -19.462
8 C 3.254 15.500 -21.535
9 C 1.834 15.514 -22.034
10 H 1.289 16.357 -21.607
11 H 1.774 15.565 -23.120
12 H 1.322 14.619 -21.670
13 H 3.841 14.918 -22.250
14 H 3.624 16.519 -21.419
15 H 4.587 15.857 -19.247
16 C 4.912 8.516 -22.167
17 O 3.964 9.080 -23.119
18 O 4.847 7.156 -22.379
19 C 6.258 9.296 -22.154
20 F 6.698 9.514 -23.415
21 F 6.123 10.524 -21.626
22 F 7.260 8.749 -21.415
23 C 4.022 10.491 -23.349
24 C 2.660 11.035 -23.838
25 H 2.470 10.482 -24.765
26 H 1.841 10.677 -23.207
27 H 2.588 12.100 -24.041
28 H 4.720 10.680 -24.166
29 H 4.237 11.072 -22.452
30 H 4.428 8.708 -21.195
31 C 3.448 1.080 -24.888
32 N 3.779 2.504 -25.135
33 C 4.638 3.136 -24.326
34 C 4.818 4.503 -24.384
35 C 4.269 5.245 -25.439
36 C 3.375 4.552 -26.245
37 C 3.044 3.205 -26.026
38 C 4.686 6.608 -25.733
39 C 3.863 7.611 -26.199
40 C 4.389 8.858 -26.510
41 N 5.701 9.088 -26.467
42 C 6.538 8.105 -26.068
43 C 6.047 6.894 -25.590
44 C 6.229 10.412 -26.863
45 H 2.870 1.175 -23.969
46 H 4.346 0.485 -24.744
47 H 2.883 0.709 -25.738
48 H 5.095 2.510 -23.572
49 H 5.453 4.949 -23.630
50 H 2.937 4.995 -27.131
51 H 2.311 2.654 -26.596
52 H 2.793 7.512 -26.310
53 H 3.687 9.657 -26.702
54 H 7.587 8.347 -25.976
55 H 6.741 6.068 -25.521
56 H 5.976 11.122 -26.077
57 H 5.895 10.727 -27.849
58 H 7.315 10.374 -26.931
59 C 2.176 2.962 -18.635
60 N 1.853 3.854 -19.769
61 C 2.368 5.079 -19.863
62 C 1.903 6.000 -20.776
63 C 0.989 5.595 -21.747
64 C 0.465 4.300 -21.641
65 C 0.868 3.456 -20.634
66 C 0.458 6.595 -22.682
67 C 1.368 7.292 -23.505
68 C 0.942 8.225 -24.418
69 N -0.389 8.498 -24.467
70 C -1.297 7.882 -23.715
71 C -0.893 6.877 -22.839
72 C -0.781 9.563 -25.390
73 H 1.793 3.442 -17.736
74 H 3.263 2.894 -18.626
75 H 1.758 1.960 -18.687
76 H 3.097 5.349 -19.110
77 H 2.248 7.024 -20.737
78 H -0.243 3.889 -22.350
79 H 0.550 2.440 -20.456
80 H 2.408 6.991 -23.413
81 H 1.632 8.704 -25.087
82 H -2.338 8.129 -23.870
83 H -1.605 6.306 -22.259
84 H -0.010 9.807 -26.114
85 H -1.081 10.428 -24.797
86 H -1.669 9.284 -25.959
87 C 8.724 6.438 -22.705
88 N 8.850 5.199 -21.894
89 C 7.833 4.836 -21.073
90 C 7.887 3.581 -20.488
91 C 9.027 2.749 -20.575
92 C 10.079 3.232 -21.361
93 C 9.916 4.426 -22.050
94 C 9.169 1.503 -19.757
95 C 9.580 0.303 -20.380
96 C 9.720 -0.822 -19.585
97 N 9.452 -0.812 -18.251
98 C 9.197 0.366 -17.650
99 C 9.039 1.527 -18.370
100 C 9.596 -2.063 -17.438
101 H 7.774 6.383 -23.232
102 H 9.593 6.528 -23.350
103 H 8.656 7.216 -21.951
104 H 7.014 5.544 -20.973
105 H 7.064 3.301 -19.844
106 H 10.958 2.611 -21.467
107 H 10.642 4.737 -22.790
108 H 9.695 0.290 -21.454
109 H 10.029 -1.800 -19.930
110 H 9.201 0.335 -16.568
111 H 8.778 2.449 -17.870
112 H 10.325 -1.829 -16.666
113 H 10.041 -2.830 -18.073
114 H 8.632 -2.509 -17.206
115 C 7.576 8.583 -17.325
116 N 6.315 9.274 -17.552
117 C 6.306 10.381 -18.305
118 C 5.144 11.096 -18.548
119 C 3.929 10.536 -18.131
120 C 3.954 9.363 -17.353
121 C 5.162 8.785 -17.073
122 C 2.625 11.212 -18.492
123 C 2.284 11.236 -19.840
124 C 1.172 12.025 -20.136
125 N 0.503 12.646 -19.175
126 C 0.732 12.460 -17.858
127 C 1.820 11.700 -17.474
128 C -0.603 13.575 -19.516
129 H 7.977 8.257 -18.283
130 H 7.372 7.694 -16.731
131 H 8.255 9.233 -16.776
132 H 7.264 10.701 -18.691
133 H 5.195 12.024 -19.103
134 H 3.007 8.931 -17.062
135 H 5.208 7.932 -16.409
136 H 2.912 10.814 -20.608
137 H 0.797 12.066 -21.149
138 H 0.027 12.908 -17.174
139 H 2.101 11.678 -16.431
140 H -1.458 12.957 -19.792
141 H -0.322 14.200 -20.360
142 H -0.873 14.186 -18.661

---

# 4
C20H42B2F3N2O7 | wB97M-V/def2-TZVPD

The energy relative to the best compared isomer or geometry (same formula, charge and spin) is 25.5 kJ/mol. The calculated total energy is -1772.6049 a.u. As for the net charge: +1. The LUMO energy comes out at -0.1078 hartree.

CARTESIAN COORDINATES (ANGSTROEM)
1 C -0.294 -2.980 2.213
2 C 1.232 -3.080 2.165
3 C 1.905 -2.430 0.929
4 N 0.973 -1.675 0.066
5 C 0.954 -0.258 0.330
6 O 2.087 0.484 -0.105
7 C 2.080 1.058 -1.397
8 C 2.712 0.145 -2.451
9 C 2.634 0.702 -3.872
10 C 3.577 -0.032 -4.818
11 C 2.964 -1.355 -5.247
12 O 1.791 -1.619 -5.108
13 O 3.802 -2.241 -5.825
14 C 0.715 1.642 -1.838
15 N -0.307 1.670 -0.741
16 B -1.750 2.038 -1.329
17 O -2.748 1.786 -0.450
18 C -1.951 2.676 -2.734
19 C -1.524 4.167 -2.783
20 C 0.011 2.740 0.277
21 F 0.073 2.232 1.485
22 F -0.969 3.641 0.219
23 F 1.141 3.348 -0.008
24 C -0.398 0.267 -0.171
25 B -1.147 -0.818 -1.133
26 O -2.400 -1.169 -0.701
27 C -0.621 -1.434 -2.486
28 C -0.711 -2.982 -2.463
29 H -0.619 -1.993 2.543
30 H -0.735 -3.217 1.246
31 H -0.670 -3.708 2.935
32 H 1.666 -2.638 3.065
33 H 1.523 -4.132 2.193
34 H 2.747 -1.805 1.236
35 H 2.323 -3.224 0.308
36 H 1.245 -1.840 -0.895
37 H 0.967 -0.159 1.417
38 H 2.758 1.913 -1.323
39 H 2.330 -0.875 -2.387
40 H 3.770 0.086 -2.178
41 H 2.933 1.757 -3.834
42 H 1.620 0.642 -4.266
43 H 3.849 0.565 -5.689
44 H 4.517 -0.261 -4.303
45 H 4.711 -2.099 -5.533
46 H 0.294 1.070 -2.662
47 H 0.861 2.645 -2.230
48 H -3.337 1.059 -0.691
49 H -3.023 2.649 -2.944
50 H -1.476 2.117 -3.545
51 H -1.992 4.716 -1.967
52 H -0.445 4.307 -2.779
53 H -1.912 4.596 -3.706
54 H -1.042 0.330 0.706
55 H -2.955 -1.505 -1.413
56 H -1.311 -1.093 -3.274
57 H 0.361 -1.096 -2.810
58 H -0.608 -3.380 -1.454
59 H 0.003 -3.431 -3.149
60 H -1.702 -3.289 -2.806
61 C -3.423 1.177 6.454
62 O -2.136 0.769 6.880
63 C -1.853 -0.594 6.615
64 C -0.939 -0.745 5.421
65 O -1.577 -0.346 4.214
66 C -1.187 0.936 3.769
67 H -3.472 2.259 6.562
68 H -3.605 0.913 5.408
69 H -4.201 0.727 7.078
70 H -2.776 -1.159 6.457
71 H -1.350 -1.005 7.495
72 H -0.663 -1.799 5.312
73 H -0.023 -0.168 5.578
74 H -0.146 0.915 3.429
75 H -1.290 1.689 4.555
76 H -1.841 1.203 2.939

---

- Number 2 is which compound?
  C2H13O12

---

- What is the LUMO in the first record?
  -0.0204 hartree

---

- Look up the LUMO of the third one.
  -0.5180 hartree